(a)
# C4H8NO3

A gas-phase ion, C4H8NO3 (charge -1) (ωB97M-V with the def2-TZVPD basis set, OMol25).

Output
* SMILES string: CC[C@@H](O)C=[N+]([O-])[O-]
* total charge: -1
* LUMO energy: 4.0 eV
* orbital gap: 7.5 eV

CARTESIAN COORDINATES (ANGSTROEM)
C: 1.61222 -1.41597 -0.46832
C: 0.48235 -0.80590 0.40591
C: 0.21128 0.45127 -0.49179
O: -0.66782 0.09103 -1.50623
C: -0.56652 1.64097 0.47641
N: -1.82610 1.35296 0.66363
O: -2.48113 2.03484 1.47727
O: -2.49944 0.40119 0.05796
H: 2.54268 -0.91337 -0.43953
H: 1.32308 -1.51109 -1.44120
H: 1.81748 -2.45785 -0.08465
H: 0.83011 -0.59050 1.34848
H: -0.31695 -1.42722 0.43495
H: 1.11471 0.91097 -0.73837
H: -1.62303 0.08538 -0.87156
H: 0.04709 2.15330 1.17703

(b)
# C4H8NO3

A gas-phase ion, C4H8NO3 (charge -1) (ωB97M-V with the def2-TZVPD basis set, OMol25).

Output
* SMILES string: C[C@@H](O)[C@@H](N)C(=O)[O-]
* total charge: -1
* LUMO energy: 3.9 eV
* orbital gap: 8.1 eV

CARTESIAN COORDINATES (ANGSTROEM)
C: -0.61525 -1.51654 0.34972
C: -0.93106 -0.01296 0.44093
O: -1.01453 0.38839 1.81158
C: 0.13244 0.84685 -0.24052
N: 1.40181 0.62374 0.52794
C: 0.33560 0.70408 -1.79133
O: 1.32612 0.03313 -2.15255
O: -0.48016 1.36490 -2.47201
H: 0.13820 -1.73385 -0.40509
H: -1.54087 -2.07441 0.19271
H: -0.27425 -1.83548 1.33410
H: -1.87780 0.25215 -0.02093
H: -0.09314 0.50667 2.08802
H: -0.18505 1.87483 -0.04982
H: 1.55251 -0.38584 0.48559
H: 2.12545 0.96436 -0.09834

Stability verdict: (b), ahead by 0.1885 hartree

(a)
# C8H13N2

A gas-phase ion, C8H13N2 (charge +1) (ωB97M-V with the def2-TZVPD basis set, OMol25).

Output
* SMILES string: C[C@@H]1[C@@H](C)[C@@H]2[NH+]=CN=C[C@H]12
* total charge: +1
* LUMO energy: -5.4 eV
* orbital gap: 9.3 eV

CARTESIAN COORDINATES (ANGSTROEM)
C: -0.59544 1.73532 -1.26873
C: 0.18149 0.44381 -1.13350
C: -0.64549 -0.61692 -0.44073
C: -1.24786 -1.72249 -1.40828
C: 0.58827 -0.99202 0.47435
N: 0.51252 -1.06629 1.95678
C: 0.76088 -0.03220 2.71223
N: 0.79566 1.22602 2.20136
C: 1.05610 1.42289 0.96044
C: 1.24678 0.36562 0.01573
H: -0.36209 2.48100 -2.01537
H: -0.53232 2.25045 -0.37318
H: -1.66143 1.45885 -1.27520
H: 0.45217 0.14828 -2.16979
H: -1.50780 -0.26140 0.11099
H: -1.65184 -1.20780 -2.25419
H: -2.04020 -2.15378 -0.79035
H: -0.68771 -2.53008 -1.79382
H: 0.98034 -1.83594 0.11169
H: 0.07889 -1.87833 2.25091
H: 0.81318 -0.03581 3.84474
H: 1.11758 2.39952 0.55179
H: 2.34834 0.40130 -0.26785

(b)
# C8H13N2

A gas-phase ion, C8H13N2 (charge +1) (ωB97M-V with the def2-TZVPD basis set, OMol25).

Output
* SMILES string: C#CCC[C@@H](C)/N=C/[NH+]=C
* total charge: +1
* LUMO energy: -5.8 eV
* orbital gap: 7.3 eV

CARTESIAN COORDINATES (ANGSTROEM)
C: -2.80050 -0.83133 1.13381
C: -1.95362 -1.54098 0.61996
C: -0.82920 -2.31324 0.08956
C: 0.07123 -1.55298 -0.91253
C: 0.93857 -0.37990 -0.29426
C: 1.88580 0.04987 -1.38124
N: 0.28643 0.74940 0.06064
C: 0.50045 1.38740 1.12252
N: -0.33582 2.47070 1.39846
C: -1.47419 2.83269 0.82436
H: -3.65959 -0.41953 1.56801
H: -0.08779 -2.58415 0.86096
H: -1.18823 -3.20365 -0.32672
H: 0.84664 -2.25552 -1.09929
H: -0.34754 -1.35376 -1.84124
H: 1.49453 -0.89760 0.43590
H: 1.50157 0.19964 -2.44342
H: 2.73148 -0.66454 -1.72105
H: 2.38715 1.05110 -1.15537
H: 1.03553 1.18159 2.00628
H: -0.19480 3.07883 2.22532
H: -1.79540 2.11227 0.07896
H: -2.03188 3.65094 1.13836

Stability verdict: (a), ahead by 0.0745 hartree

(a)
# C5H8N3

A gas-phase ion, C5H8N3 (charge +1) (ωB97M-V with the def2-TZVPD basis set, OMol25).

Output
* total charge: +1
* LUMO energy: -4.5 eV
* orbital gap: 8.1 eV

CARTESIAN COORDINATES (ANGSTROEM)
C: -0.08177 -2.21352 -0.92054
C: -0.97335 -2.05888 0.14660
C: 0.49315 -1.02389 -1.52310
C: -1.18494 -0.71352 0.76177
C: -0.61362 1.50614 0.52703
N: 0.41040 0.13452 -0.95219
N: -0.46465 0.18215 0.08117
N: 0.83387 1.84841 1.03805
H: 0.13391 -3.16798 -1.39020
H: -1.61863 -2.83012 0.44387
H: 1.29135 -1.03019 -2.22819
H: -1.49749 1.57646 1.04916
H: 1.31822 2.99583 1.23896
H: -0.95574 2.01701 -0.52849
H: 1.37963 1.35062 1.98864
H: 1.52966 1.42696 0.26744

(b)
# C5H8N3

A gas-phase ion, C5H8N3 (charge +1) (ωB97M-V with the def2-TZVPD basis set, OMol25).

Output
* total charge: +1
* LUMO energy: -5.5 eV
* orbital gap: 8.0 eV

CARTESIAN COORDINATES (ANGSTROEM)
C: -1.92174 -0.01049 0.66009
C: 0.42385 0.03727 -2.13594
C: -0.67695 0.21852 1.53800
C: 1.35999 -0.42143 0.00211
C: 0.30163 0.70562 0.45942
N: -1.73946 0.53651 -0.50358
N: -0.61832 1.14192 -0.60926
N: 1.21479 -0.61537 -1.43877
H: -2.80552 -0.49376 1.14739
H: 0.07838 -0.07512 -3.18397
H: -0.92442 0.97404 2.14887
H: -0.44063 -0.74434 1.97077
H: 2.24563 0.00017 0.30248
H: 0.90570 -1.32068 0.46221
H: 0.79925 1.51990 0.88944
H: 1.79782 -1.45274 -1.70925

(c)
# C5H8N3

A gas-phase ion, C5H8N3 (charge +1) (ωB97M-V with the def2-TZVPD basis set, OMol25).

Output
* total charge: +1
* LUMO energy: -4.3 eV
* orbital gap: 8.8 eV

CARTESIAN COORDINATES (ANGSTROEM)
C: 0.47520 1.92414 0.14025
C: -0.08290 -0.27052 -0.20621
C: 0.28114 -1.48880 -0.41178
C: 0.67549 -2.63717 0.43172
C: -1.87466 1.30384 -0.23300
N: 1.71988 1.73122 0.34844
N: 2.82211 1.68077 0.37719
N: -0.46551 0.91970 -0.00906
H: 0.05784 2.84976 0.16448
H: 0.70077 -1.57758 -1.44519
H: 0.08199 -2.76623 1.39706
H: 1.80858 -2.60365 0.57577
H: 0.27849 -3.51552 -0.04370
H: -2.31353 0.63150 -0.91162
H: -1.83790 2.26274 -0.85350
H: -2.32699 1.55580 0.67913

Stability verdict: (c), ahead by 0.0353 hartree